20
Properties=species:S:1:pos:R:3:mulliken_charge:R:1 method="wB97M-V/def2-TZVPD" e_tot_ev=-10953.8997 gap_ev=8.49 e_above_lowest_kcal_mol=20.11 max_force_ev_per_a=1.19 lumo_ev=0.598 total_charge=0 homo_ev=-7.897
C 2.185 0.906 0.537 -0.99
C 0.679 1.083 0.613 0.09
C 0.051 1.303 1.770 -0.23
N -1.277 0.989 1.960 -0.39
H 2.601 1.164 -0.444 0.34
H 2.667 1.641 1.183 0.36
H 2.437 -0.135 0.734 0.20
H 0.125 0.795 -0.271 -0.04
H 0.564 1.681 2.646 0.34
H -1.845 1.300 2.718 0.18
H -1.772 0.645 1.156 0.16
O -1.744 -0.679 -1.197 -0.70
H -0.951 -0.537 -1.760 0.31
H -2.436 -0.237 -1.693 0.30
O -0.190 -2.726 0.109 -0.64
H 0.161 -2.144 0.792 0.31
H -0.688 -2.132 -0.463 0.39
O 0.486 -0.149 -2.815 -0.73
H 0.970 0.419 -2.197 0.35
H 0.776 -1.043 -2.573 0.38